[1]
ORCA calculation (ωB97M-V with the def2-TZVPD basis set) on 3 unconnected molecules or ions with the total composition C12H31O5S2.

Atoms and positions in Å:
1 C -0.286 1.837 3.737
2 O -0.341 0.682 4.530
3 C -0.052 -0.505 3.836
4 C -1.293 -1.147 3.187
5 C -1.088 -1.670 1.754
6 C -2.055 -1.140 0.689
7 C -2.329 0.369 0.655
8 C -1.452 1.149 -0.312
9 S 0.231 1.306 0.319
10 C 1.299 1.468 -1.136
11 S 2.479 0.120 -1.192
12 O 3.520 0.517 -2.069
13 O 2.770 -0.250 0.157
14 H -1.069 1.834 2.962
15 H -0.449 2.694 4.383
16 H 0.688 1.935 3.244
17 H 0.747 -0.341 3.097
18 H 0.358 -1.188 4.578
19 H -1.555 -2.002 3.808
20 H -2.134 -0.459 3.265
21 H -0.043 -1.542 1.450
22 H -1.227 -2.750 1.770
23 H -3.002 -1.670 0.770
24 H -1.655 -1.421 -0.292
25 H -2.286 0.831 1.642
26 H -3.342 0.540 0.290
27 H -1.796 2.177 -0.393
28 H -1.461 0.726 -1.314
29 H 0.560 0.069 0.739
30 H 0.711 1.532 -2.050
31 H 1.889 2.374 -1.011
32 H 1.755 -0.881 -1.747
33 C -5.651 2.048 -3.396
34 C -4.770 1.473 -2.307
35 O -3.576 2.250 -2.111
36 H -5.104 2.106 -4.337
37 H -6.536 1.431 -3.543
38 H -5.979 3.056 -3.135
39 H -4.432 0.472 -2.575
40 H -5.322 1.404 -1.364
41 H -3.854 3.143 -1.880
42 C 7.176 -2.415 -1.256
43 C 6.027 -2.673 -2.210
44 O 4.799 -2.914 -1.518
45 H 7.305 -3.259 -0.578
46 H 8.108 -2.259 -1.800
47 H 6.984 -1.526 -0.650
48 H 6.213 -3.567 -2.802
49 H 5.905 -1.830 -2.898
50 H 4.612 -2.137 -0.985

- 2S+1 = 1
- total charge = +1

***

[2]
ORCA calculation (ωB97M-V with the def2-TZVPD basis set) on 3 unconnected molecules or ions with the total composition C32H63N5O9PS2 in a non-equilibrium geometry.

Atoms and positions in Å:
1 C 2.922 3.126 2.120
2 N 2.669 3.558 0.757
3 C 2.398 2.385 -0.053
4 C 1.111 1.636 0.353
5 N 1.588 0.399 1.030
6 C 0.520 -0.382 1.710
7 P 1.216 -2.070 2.269
8 N 0.683 -2.095 3.909
9 O 2.886 -1.897 2.370
10 C -0.770 -0.479 0.856
11 C -1.410 -1.863 0.954
12 C -2.827 -1.951 0.407
13 O -3.147 -3.331 0.240
14 C -4.149 -3.707 1.120
15 C -5.561 -3.520 0.648
16 O -3.881 -4.148 2.228
17 C -1.783 0.563 1.389
18 C -2.237 0.263 2.792
19 C -3.810 0.387 3.084
20 O -2.604 1.350 3.438
21 C -0.519 -0.089 -0.664
22 N -0.040 -1.247 -1.428
23 C -0.969 -1.873 -2.361
24 C -1.695 -1.078 -3.416
25 O -1.108 -3.081 -2.289
26 C 1.300 -1.205 -1.927
27 C 2.412 -1.939 -1.227
28 O 1.558 -0.640 -2.966
29 C 0.269 1.237 -0.862
30 C -0.660 2.432 -1.106
31 C -1.373 2.386 -2.459
32 C -2.728 3.086 -2.360
33 S -4.051 2.090 -3.099
34 C -5.405 2.652 -2.054
35 S -6.026 4.126 -2.307
36 N -5.760 1.768 -1.072
37 C -6.218 0.481 -1.596
38 C -6.151 -0.565 -0.466
39 O -6.085 0.089 0.775
40 C -7.086 1.080 0.828
41 C -6.699 2.278 -0.083
42 H 2.090 2.569 2.583
43 H 3.078 3.999 2.740
44 H 3.824 2.532 2.191
45 H 1.900 4.212 0.795
46 H 2.355 2.718 -1.083
47 H 3.248 1.719 0.080
48 H 0.578 2.287 1.031
49 H 2.151 -0.168 0.388
50 H 2.230 0.701 1.769
51 H 0.323 0.153 2.638
52 H 0.717 -1.142 4.273
53 H 1.420 -2.585 4.412
54 H 3.243 -1.013 2.202
55 H -1.486 -2.184 1.990
56 H -0.801 -2.615 0.476
57 H -3.495 -1.547 1.165
58 H -3.001 -1.388 -0.508
59 H -5.583 -3.479 -0.437
60 H -6.198 -4.308 1.012
61 H -5.969 -2.582 1.008
62 H -2.664 0.694 0.772
63 H -1.323 1.527 1.567
64 H -1.735 -0.526 3.313
65 H -4.020 0.359 1.982
66 H -4.528 1.192 3.256
67 H -1.523 0.122 -1.011
68 H -2.388 -0.365 -2.981
69 H -0.988 -0.617 -4.096
70 H -2.286 -1.782 -3.980
71 H 2.290 -2.021 -0.151
72 H 3.309 -1.361 -1.410
73 H 2.486 -2.933 -1.647
74 H 0.951 1.244 -1.705
75 H -0.006 3.302 -1.134
76 H -1.331 2.596 -0.272
77 H -1.441 1.391 -2.876
78 H -0.772 2.959 -3.153
79 H -3.006 3.292 -1.335
80 H -2.687 4.055 -2.841
81 H -7.225 0.610 -1.996
82 H -5.587 0.146 -2.409
83 H -5.230 -1.116 -0.582
84 H -7.015 -1.226 -0.512
85 H -7.240 1.381 1.852
86 H -8.013 0.646 0.448
87 H -6.242 3.022 0.550
88 H -7.622 2.642 -0.523
89 C 6.315 0.260 3.879
90 C 5.366 -0.663 3.136
91 C 6.113 -1.752 2.386
92 O 4.567 0.104 2.211
93 H 6.991 0.759 3.180
94 H 5.762 1.039 4.406
95 H 6.913 -0.291 4.603
96 H 4.668 -1.117 3.841
97 H 6.783 -1.315 1.641
98 H 5.417 -2.401 1.854
99 H 6.705 -2.362 3.067
100 H 5.169 0.510 1.578
101 C 7.592 -1.531 -3.598
102 C 6.235 -1.032 -3.131
103 C 5.414 -0.463 -4.276
104 O 6.406 -0.031 -2.119
105 H 8.175 -0.711 -4.025
106 H 8.162 -1.930 -2.758
107 H 7.490 -2.312 -4.351
108 H 5.684 -1.854 -2.668
109 H 5.925 0.393 -4.725
110 H 4.451 -0.115 -3.899
111 H 5.239 -1.210 -5.050
112 H 6.891 0.700 -2.514

- 2S+1 = 1
- total charge = +1

***

[3]
ORCA calculation (ωB97M-V with the def2-TZVPD basis set) on a molecular structure, FRbTl in a non-equilibrium geometry.

Atoms and positions in Å:
1 Rb 0.218 2.008 0.469
2 Tl -0.708 -1.950 -0.269
3 F 0.491 -0.058 -0.200

- 2S+1 = 1
- total charge = +3

***

[4]
ORCA calculation (ωB97M-V with the def2-TZVPD basis set) on 8 unconnected molecules or ions with the total composition C15H46N2O15 in a non-equilibrium geometry.

Atoms and positions in Å:
1 C -5.292 0.230 -3.815
2 O -5.175 -0.794 -4.462
3 N -4.369 0.690 -2.920
4 N -6.360 1.080 -4.074
5 H -3.556 0.138 -2.789
6 H -4.413 1.639 -2.585
7 H -7.006 0.678 -4.757
8 H -6.516 1.903 -3.497
9 C 2.212 -2.350 3.506
10 C 1.022 -2.443 4.444
11 O 1.227 -1.709 5.700
12 O 2.027 -3.065 2.312
13 H 3.078 -2.732 4.012
14 H 2.509 -1.321 3.189
15 H 0.853 -3.485 4.678
16 H 0.069 -2.024 4.059
17 H 0.743 -0.860 5.604
18 H 1.375 -2.502 1.874
19 C 4.852 0.535 1.286
20 C 4.599 1.836 0.541
21 O 3.702 2.646 1.298
22 O 5.669 0.937 2.471
23 H 5.447 -0.163 0.660
24 H 3.918 0.111 1.572
25 H 4.088 1.591 -0.395
26 H 5.525 2.387 0.367
27 H 3.791 3.552 1.109
28 H 5.782 0.132 2.980
29 C -0.623 -1.258 0.270
30 C -1.451 -0.018 0.026
31 O -0.691 1.057 -0.376
32 O 0.453 -1.065 1.157
33 H -0.349 -1.605 -0.742
34 H -1.285 -2.007 0.786
35 H -2.050 0.134 0.940
36 H -2.166 -0.308 -0.792
37 H -0.385 1.518 0.426
38 H 1.235 -0.702 0.674
39 C 2.349 -3.188 -1.492
40 C 3.267 -2.047 -0.971
41 O 2.586 -0.810 -0.786
42 O 1.490 -2.761 -2.498
43 H 1.825 -3.713 -0.698
44 H 3.040 -4.014 -1.876
45 H 4.086 -1.801 -1.611
46 H 3.709 -2.399 -0.037
47 H 1.884 -0.895 -1.472
48 H 0.582 -2.914 -2.335
49 C -2.649 3.802 -0.299
50 C -3.789 4.340 -1.163
51 O -3.926 3.620 -2.395
52 O -1.466 3.634 -1.124
53 H -2.959 2.847 0.033
54 H -2.500 4.624 0.398
55 H -3.656 5.392 -1.428
56 H -4.684 4.250 -0.559
57 H -3.063 3.721 -2.864
58 H -1.032 2.749 -0.955
59 C 1.055 1.083 3.843
60 C 0.740 2.405 3.176
61 O 0.771 2.412 1.755
62 O 0.840 1.120 5.274
63 H 2.097 0.893 3.700
64 H 0.470 0.262 3.493
65 H 1.386 3.241 3.579
66 H -0.313 2.586 3.470
67 H 1.768 2.333 1.646
68 H 1.697 1.376 5.632
69 C -2.290 -3.147 -3.493
70 C -1.776 -1.865 -4.278
71 O -1.641 -0.770 -3.395
72 O -1.206 -3.416 -2.550
73 H -2.394 -3.971 -4.235
74 H -3.262 -3.058 -2.996
75 H -2.458 -1.622 -5.164
76 H -0.821 -2.166 -4.730
77 H -0.786 -0.402 -3.336
78 H -1.458 -4.118 -1.994

- energy relative to the best compared isomer or geometry (same formula, charge and spin) (kJ/mol) = 37.4
- structure (SMILES) = NC(N)=O.OCCO.OCCO.OCCO.OCCO.OCCO.OCCO.OCCO
- 2S+1 = 1

***

[5]
ORCA calculation (ωB97M-V with the def2-TZVPD basis set) on a molecular structure, C4H2Br3Cl in a non-equilibrium geometry.

Atoms and positions in Å:
1 C 1.077 -0.319 0.489
2 C -0.128 -0.848 0.753
3 C 0.763 0.664 -0.590
4 C -1.062 -0.140 -0.160
5 Cl -0.620 -1.960 1.895
6 Br 0.921 2.571 -0.376
7 Br -2.173 1.243 0.336
8 Br -1.830 -1.183 -1.517
9 H 2.013 -0.635 0.816
10 H 1.039 0.608 -1.646

- energy relative to the best compared isomer or geometry (same formula, charge and spin) (kJ/mol) = 99.1
- 2S+1 = 1

***

[6]
ORCA calculation (ωB97M-V with the def2-TZVPD basis set) on a single CH2N4O molecule in a non-equilibrium geometry.

Atoms and positions in Å:
1 C -0.584 0.879 -0.046
2 H 2.113 -1.008 0.454
3 H -0.575 2.082 -0.184
4 N 0.536 0.003 -0.037
5 N -1.746 0.269 0.036
6 N -1.447 -1.008 -0.044
7 N -0.090 -1.206 -0.116
8 O 1.794 -0.010 -0.064

- energy relative to the best compared isomer or geometry (same formula, charge and spin) (kJ/mol) = 417.0
- structure (SMILES) = On1cnnn1
- 2S+1 = 1

***

[7]
ORCA calculation (ωB97M-V with the def2-TZVPD basis set) on 2 unconnected molecules or ions with the total composition C7H12O in a non-equilibrium geometry.

Atoms and positions in Å:
1 C 0.303 2.126 0.108
2 C 1.476 2.535 -0.352
3 C -1.579 0.592 0.340
4 C -0.335 0.833 -0.202
5 C 0.274 -0.184 -1.041
6 C -0.418 -1.386 -1.299
7 C -0.350 -2.586 -0.385
8 H -0.299 2.735 0.773
9 H 1.844 3.502 -0.044
10 H 2.100 1.951 -1.016
11 H -2.107 1.372 0.854
12 H -1.851 -0.323 -0.215
13 H 1.255 -0.077 -1.495
14 H -0.624 -1.628 -2.345
15 H 0.640 -3.042 -0.459
16 H -0.499 -2.281 0.651
17 H -1.087 -3.351 -0.634
18 H 1.001 0.018 2.696
19 H -0.153 -0.154 1.723
20 O 0.409 -0.652 2.341

- energy relative to the best compared isomer or geometry (same formula, charge and spin) (kJ/mol) = 432.8
- structure (SMILES) = C=CC(=C)/C=C\C.O
- 2S+1 = 1

***

[8]
ORCA calculation (ωB97M-V with the def2-TZVPD basis set) on a molecular structure, C35H69Cl20N2O2PS2Si2 in a non-equilibrium geometry.

Atoms and positions in Å:
1 C -2.628 -4.356 2.484
2 C -1.089 -4.326 2.446
3 N -0.475 -3.561 1.343
4 C -0.887 -3.996 -0.001
5 C -1.043 -5.509 -0.143
6 C -0.592 -2.173 1.518
7 S -1.947 -1.300 1.246
8 S 0.895 -1.343 2.053
9 C 0.748 0.323 1.388
10 C 1.662 0.578 0.171
11 C 2.460 1.897 0.356
12 Si 1.541 3.359 -0.359
13 O 1.787 3.477 -1.995
14 Si 0.462 3.885 -2.943
15 C 0.007 5.689 -2.561
16 C -1.468 6.041 -2.462
17 C -2.491 5.154 -2.147
18 C -3.808 5.591 -2.045
19 C -4.132 6.928 -2.240
20 C -3.128 7.829 -2.575
21 C -1.820 7.380 -2.673
22 P 1.188 3.657 -5.064
23 N 0.139 4.754 -5.892
24 O 2.738 4.327 -5.046
25 H -2.975 -3.617 3.198
26 H -3.100 -4.125 1.534
27 H -2.961 -5.324 2.854
28 H -0.680 -5.329 2.501
29 H -0.761 -3.847 3.366
30 H -1.791 -3.502 -0.360
31 H -0.094 -3.692 -0.686
32 H -2.086 -5.774 0.025
33 H -0.409 -6.076 0.529
34 H -0.836 -5.801 -1.170
35 H -0.273 0.579 1.119
36 H 1.019 1.001 2.194
37 H 1.029 0.706 -0.707
38 H 2.308 -0.270 -0.038
39 H 2.725 2.080 1.397
40 H 3.406 1.804 -0.184
41 H 0.111 3.318 0.025
42 H 2.106 4.586 0.261
43 H -0.633 2.944 -2.654
44 H 0.398 6.277 -3.397
45 H 0.523 6.053 -1.670
46 H -2.281 4.109 -1.960
47 H -4.602 4.897 -1.809
48 H -5.152 7.266 -2.132
49 H -3.325 8.873 -2.750
50 H -1.040 8.092 -2.913
51 H 0.268 5.709 -5.561
52 H 0.426 4.766 -6.866
53 H 2.728 5.112 -4.483
54 Cl 0.547 0.918 -6.418
55 C 0.953 -0.727 -5.855
56 C 0.128 -1.101 -4.645
57 Cl 0.582 -0.136 -3.206
58 H 2.020 -0.756 -5.640
59 H 0.751 -1.414 -6.677
60 H 0.287 -2.145 -4.382
61 H -0.932 -0.950 -4.833
62 Cl 2.408 -3.221 -0.998
63 C 4.038 -3.088 -1.710
64 C 4.180 -1.866 -2.578
65 Cl 3.205 -1.976 -4.069
66 H 4.236 -3.997 -2.270
67 H 4.743 -3.030 -0.882
68 H 5.218 -1.754 -2.884
69 H 3.876 -0.963 -2.052
70 Cl -6.060 2.612 -1.694
71 C -5.482 1.195 -0.772
72 C -3.983 1.196 -0.629
73 Cl -3.171 0.908 -2.190
74 H -5.834 0.299 -1.276
75 H -5.950 1.244 0.209
76 H -3.673 0.398 0.043
77 H -3.624 2.142 -0.228
78 Cl 8.741 -2.073 -3.537
79 C 8.349 -2.603 -5.197
80 C 6.864 -2.704 -5.423
81 Cl 6.128 -4.039 -4.499
82 H 8.847 -3.554 -5.370
83 H 8.772 -1.863 -5.874
84 H 6.664 -2.901 -6.475
85 H 6.357 -1.783 -5.144
86 Cl -4.918 11.149 -6.114
87 C -3.699 12.029 -5.158
88 C -2.298 11.559 -5.453
89 Cl -2.009 9.901 -4.864
90 H -3.946 11.907 -4.107
91 H -3.793 13.082 -5.416
92 H -1.582 12.205 -4.947
93 H -2.087 11.579 -6.519
94 Cl 7.162 2.756 -1.670
95 C 8.105 1.784 -2.830
96 C 7.418 1.674 -4.167
97 Cl 5.933 0.695 -4.075
98 H 8.271 0.804 -2.390
99 H 9.067 2.278 -2.953
100 H 8.082 1.182 -4.877
101 H 7.150 2.650 -4.562
102 Cl -5.527 -2.643 3.714
103 C -4.524 -1.464 4.592
104 C -5.077 -0.069 4.486
105 Cl -4.919 0.568 2.827
106 H -3.510 -1.517 4.196
107 H -4.504 -1.781 5.633
108 H -4.518 0.603 5.135
109 H -6.125 -0.031 4.770
110 Cl -5.801 -3.686 6.969
111 C -5.100 -5.232 7.515
112 C -3.595 -5.176 7.559
113 Cl -2.883 -5.057 5.925
114 H -5.452 -6.013 6.846
115 H -5.489 -5.429 8.512
116 H -3.203 -6.084 8.010
117 H -3.244 -4.328 8.140
118 Cl -3.567 -5.899 10.810
119 C -2.841 -7.448 11.315
120 C -1.337 -7.380 11.332
121 Cl -0.660 -7.230 9.690
122 H -3.196 -8.221 10.639
123 H -3.215 -7.664 12.314
124 H -0.934 -8.296 11.761
125 H -0.983 -6.537 11.920
126 Cl 1.150 -5.692 5.819
127 C 2.785 -5.496 5.132
128 C 2.961 -4.152 4.473
129 Cl 1.974 -4.002 2.999
130 H 2.952 -6.307 4.428
131 H 3.491 -5.600 5.954
132 H 4.001 -4.019 4.179
133 H 2.687 -3.342 5.145

- 2S+1 = 1

***

Table of LUMO level (eV), in record order: -3.21 -2.25 -23.70 0.44 0.23 -0.15 -0.71 0.23